[1]
{
  "formula": "C3H10N2",
  "method": "ωB97M-V/def2-TZVPD",
  "e_above_lowest_kj_mol": 80.69,
  "homo_ev": -9.25,
  "homo_lumo_gap_ha": 0.3819,
  "elements": ["H", "H", "H", "H", "H", "H", "H", "C", "C", "H", "H", "N", "C", "H", "N"],
  "positions_angstrom": [[1.1790, 0.2050, -1.8971], [-0.3223, 0.9527, -1.5147], [-0.7595, -1.7684, -1.4628], [1.5128, 0.0012, 0.3500], [-0.9416, -1.0044, -2.7862], [-0.7759, 1.4916, 0.5357], [-0.5453, 1.3075, 2.9043], [-0.4143, 0.5695, 0.9973], [0.2126, 0.0163, -1.3938], [0.9912, 1.1275, 2.3968], [-1.3718, 0.0264, 1.1857], [-0.2087, -1.2109, -2.1112], [0.4580, -0.2242, 0.0990], [0.5161, -1.3043, 0.2899], [0.0669, 0.7017, 2.3772]],
  "forces_ev_per_angstrom": [[-0.172, 0.371, 0.517], [-0.840, -0.195, -0.287], [0.247, -0.208, 0.236], [-0.270, 0.486, -0.261], [0.369, 0.292, -0.381], [0.602, 0.349, -0.124], [-0.079, 0.005, 0.059], [-2.602, -0.732, 1.592], [2.044, -0.424, -0.614], [-0.114, 0.002, 0.010], [0.339, 0.111, -0.616], [-1.624, 0.140, 0.505], [1.992, -0.499, -0.431], [-0.768, 0.108, 0.165], [0.876, 0.192, -0.369]]
}

=====

[2]
{
  "formula": "C4H6S",
  "method": "ωB97M-V/def2-TZVPD",
  "e_above_lowest_kj_mol": 768.53,
  "homo_ev": [-8.67, -8.57],
  "homo_lumo_gap_ha": [0.2875, 0.2894],
  "elements": ["C", "C", "C", "H", "C", "H", "H", "H", "H", "S", "H"],
  "positions_angstrom": [[0.6782, 0.4771, -0.7294], [-0.0442, 0.8996, 1.6086], [0.6349, -2.0749, -2.0587], [-0.9899, 0.9200, 2.2160], [-0.4465, 0.7704, 0.1265], [0.4233, 1.8366, 1.7826], [0.0478, -2.9238, -2.4485], [0.3842, -2.0624, -0.9287], [0.4706, -0.1042, 1.7703], [0.1574, 2.0239, -1.1656], [-1.3158, 0.2376, -0.1732]],
  "forces_ev_per_angstrom": [[0.950, -0.011, -0.510], [-2.587, -2.010, -0.580], [-0.406, -0.424, 1.559], [0.877, -0.151, -0.389], [1.289, 0.997, -0.021], [1.163, 0.290, 0.258], [-0.097, 0.021, -0.239], [0.515, 0.041, -1.480], [-0.041, 1.761, 0.471], [-0.665, -0.417, 0.819], [-0.997, -0.098, 0.112]]
}

=====

Values for strongest force on any atom, eV/A, ordered as above
3.137, 3.327